(P)
One molecule with the formula CH2N2O2S2. Source: the Open Molecules 2025 dataset; level of theory: wB97M-V/def2-TZVPD.

Calculated values
Multiplicity ... 1
Frontier orbital gap ... 8.511 eV
SMILES ... N#CO[S@@](N)(=O)=S
Net charge ... 0
LUMO energy ... -2.3 eV

Geometry as XYZ:
```
9
Properties=species:S:1:pos:R:3:lowdin_charge:R:1
N -1.9049 -0.7032 2.1345 0.156
C -1.3969 -0.9134 1.1307 -0.485
O -0.8670 -1.1238 0.0071 -0.162
S 0.7990 -0.3201 -0.4981 0.453
N 0.2968 1.1972 -0.3892 -0.114
O 1.6966 -0.6051 0.6206 -0.352
S 1.5869 -0.4936 -2.3279 0.367
H -0.0387 1.6378 0.5057 0.143
H -0.1718 1.3242 -1.1837 -0.006
```

(Q)
One molecule with the formula CH2N2O2S2. Source: the Open Molecules 2025 dataset; level of theory: wB97M-V/def2-TZVPD.

Calculated values
Multiplicity ... 1
Frontier orbital gap ... 9.209 eV
SMILES ... N#CSS(N)(=O)=O
Net charge ... 0
LUMO energy ... -1.2 eV

Geometry as XYZ:
```
9
Properties=species:S:1:pos:R:3:lowdin_charge:R:1
N 4.8971 -0.4220 0.2932 0.127
C 4.0110 0.2833 0.1778 -0.767
S 2.7017 1.3006 -0.1451 0.755
S 1.4977 -0.6546 -0.0015 0.389
N -0.0624 -0.4724 0.3133 -0.040
O 1.5399 -1.1571 -1.3194 -0.305
O 2.0681 -1.3393 1.0907 -0.290
H -0.6328 -0.0479 -0.3351 0.058
H -0.0729 0.0720 1.1480 0.073
```

(R)
A 2-piece molecular cluster, CH2N2O2S2 overall. Source: the Open Molecules 2025 dataset; level of theory: wB97M-V/def2-TZVPD.

Calculated values
Multiplicity ... 1
Frontier orbital gap (spin up / spin down) ... 5.185 / 5.187 eV
Net charge ... 0
LUMO energy (spin up / spin down) ... -4.4 / -4.4 eV

Geometry as XYZ:
```
9
Properties=species:S:1:pos:R:3:lowdin_charge:R:1
C -1.4718 1.0016 -1.1930 -0.975
N -2.1905 0.4649 -0.4739 0.051
N -0.1237 -0.3568 1.1313 -0.053
O 1.7282 -1.8057 -0.0039 -0.293
O 2.2808 0.4509 0.8322 -0.306
S -0.3273 1.5032 -2.2175 0.660
S 1.3292 -0.4334 0.2007 0.768
H -0.5026 -1.2933 0.7382 0.109
H -0.7222 0.4685 0.9858 0.039
```

Which structure is the least stable? The one labeled (R).

(P)
C10H8O3 as an isolated structure. Source: the Open Molecules 2025 dataset; level of theory: wB97M-V/def2-TZVPD.

Calculated values
Multiplicity ... 1
Frontier orbital gap (spin up / spin down) ... 7.594 / 7.594 eV
Net charge ... 0
LUMO energy (spin up / spin down) ... -0.7 / -0.7 eV

Geometry as XYZ:
```
21
Properties=species:S:1:pos:R:3:lowdin_charge:R:1
C -2.0670 0.8652 2.2208 -0.074
C -0.7326 1.0549 2.5535 -0.065
C -2.3148 0.0512 1.1407 -0.108
C 0.3109 0.4409 1.7965 0.003
C -1.3596 -0.5149 0.3881 -0.046
C 0.0001 -0.4004 0.6550 -0.218
C 1.0968 -1.7733 -1.2514 -0.306
C 2.0892 0.3679 -2.2899 -0.189
C 1.1288 -0.7945 -0.0878 0.026
C 0.9416 -0.5318 -2.0677 -0.215
O 1.1131 -2.9589 -1.4602 0.157
O 1.8046 1.4959 -2.6889 0.028
O -0.2330 -0.0835 -2.5615 0.124
H -2.9049 1.4378 2.5091 0.096
H -0.4899 1.6395 3.4059 0.087
H -3.3058 -0.2024 0.8476 0.104
H 1.4345 0.5906 1.9537 0.127
H -1.7718 -0.8907 -0.5304 0.115
H 3.1651 -0.0016 -2.1102 0.162
H 2.1048 -0.5698 0.3620 0.133
H -0.0103 0.7779 -2.7849 0.060
```

(Q)
A 3-piece molecular cluster, C10H8O3 overall. Source: the Open Molecules 2025 dataset; level of theory: wB97M-V/def2-TZVPD.

Calculated values
Multiplicity ... 1
Frontier orbital gap ... 8.422 eV
Net charge ... 0
LUMO energy ... -0.2 eV

Geometry as XYZ:
```
21
Properties=species:S:1:pos:R:3:lowdin_charge:R:1
C 2.9131 -1.3443 0.0094 -0.107
C 0.8768 -0.0169 -0.4688 -0.324
C 1.5610 1.2787 -0.0518 -0.005
C 0.7144 2.3603 -0.0746 -0.114
C -0.7276 2.2666 -0.1319 -0.028
C -1.2591 0.9997 -0.1343 -0.201
C -3.4673 -0.2491 -0.1848 -0.471
C -2.6089 -1.5362 0.0649 0.009
C -1.2647 -1.4352 0.0524 -0.022
C -0.4549 -0.1799 -0.2220 -0.090
H 4.0799 -0.3904 -0.1384 0.188
H 3.1818 -1.7391 1.4505 0.176
H 2.8807 -2.5171 -0.4866 0.124
H 2.6269 1.1556 0.1406 0.071
H 1.3841 3.2807 0.2753 0.142
H -1.2600 3.2504 0.3780 0.175
H -3.1308 -2.5644 0.5445 0.174
H -0.3878 -2.3056 0.0957 0.170
O 1.5932 -1.0296 -0.6382 -0.131
O -2.6664 0.9311 -0.2351 0.063
O -4.5842 -0.2153 -0.2448 0.204
```

Which structure is the least stable? The one labeled (Q).

(P)
A 2-piece molecular cluster, H3NO4P overall. Source: the Open Molecules 2025 dataset; level of theory: wB97M-V/def2-TZVPD.

Calculated values
Multiplicity ... 1
Frontier orbital gap ... 9.474 eV
Net charge ... -1
LUMO energy ... 4.3 eV

Geometry as XYZ:
```
9
Properties=species:S:1:pos:R:3:lowdin_charge:R:1
N -1.6888 -0.3202 -0.1484 0.013
O 1.6699 -0.3902 -1.3755 -0.324
O 1.2535 -0.8724 1.0477 -0.339
O 0.4644 1.5163 -0.0658 -0.265
O 1.8431 1.6497 0.4433 -0.249
P 1.3201 0.1022 -0.0520 0.195
H -0.8216 -0.6607 -0.3629 -0.097
H -1.6769 0.0500 0.8493 0.054
H -2.3638 -1.0749 -0.3357 0.013
```

(Q)
A 2-piece molecular cluster, H3NO4P overall. Source: the Open Molecules 2025 dataset; level of theory: wB97M-V/def2-TZVPD.

Calculated values
Multiplicity ... 1
Frontier orbital gap (spin up / spin down) ... 7.035 / 7.036 eV
Net charge ... -1
LUMO energy (spin up / spin down) ... 3.9 / 3.9 eV

Geometry as XYZ:
```
9
Properties=species:S:1:pos:R:3:lowdin_charge:R:1
N -0.5328 0.7434 1.4405 -0.089
O -0.8129 1.6789 -0.8593 -0.343
O -1.3271 -0.8897 -0.6856 -0.340
O 1.3377 -1.5221 -1.3901 -0.309
O 1.8501 -0.3857 -0.7037 -0.417
P -0.6460 0.3647 -0.2761 0.474
H -0.3802 -0.0281 2.0529 0.016
H 0.0847 1.5494 1.4086 0.028
H 0.4265 -1.5106 -0.9873 -0.020
```

Which structure is the least stable? The one labeled (Q).